Record 1
Molecular formula: C29H38F7O22
Method: DFT, wB97M-V/def2-TZVPD

Calculated values
- E: -3482.187111 Eh
- Net charge: -1
- Orbital gap: 2.81 eV
- E_LUMO: 0.05753 Eh

Last column: Löwdin charge in e.
Positions of all 96 atoms, in Å:
1 O -2.8911 6.5966 -5.0882  0.1434
2 H 0.6500 -2.6703 6.0743  0.1455
3 C 1.0102 -1.8386 0.9026  -0.3703
4 C -1.5647 1.1612 1.3184  -0.1564
5 O -4.6406 0.9452 7.2252  0.1285
6 C -0.7623 6.1278 -4.4197  -0.0508
7 F 0.3274 -5.9142 -5.8585  0.0605
8 H -0.0753 -2.0585 8.3252  0.1720
9 H -3.7056 1.1507 1.4560  0.1215
10 O -5.3384 1.2444 -3.2627  0.0770
11 F -1.4480 8.3317 -4.9485  0.0741
12 O 3.2857 -1.6429 -1.1386  0.0541
13 C 7.3116 0.8882 -2.4939  -0.5371
14 F 1.9048 -1.9212 8.6254  0.0648
15 C -2.9014 0.3898 1.3135  -0.2600
16 O 8.1817 1.7454 -3.0921  0.1431
17 C -2.7525 5.2517 -4.9612  -0.5350
18 H -1.5072 1.8406 0.4541  0.0927
19 H -3.1138 1.3617 4.4262  0.1328
20 H 2.0356 -1.5667 6.1422  0.1481
21 C 0.8331 -5.2225 -4.7986  -0.3132
22 H -2.1788 7.3982 -3.3306  0.1770
23 C -4.0469 -1.4687 2.1581  -0.2712
24 O -3.5963 4.4615 -5.2250  0.1663
25 O 0.2008 -0.6425 5.9239  0.0859
26 C -1.8332 7.1791 -4.3432  -0.3092
27 O 2.5990 -5.2495 -3.3556  0.0691
28 H 0.1818 0.2929 2.3492  0.0921
29 H 0.4644 0.7544 0.6715  0.0993
30 C 7.6643 1.9987 -4.3877  -0.3109
31 F -3.4021 -0.7703 6.4211  0.0710
32 H -0.9975 -1.7576 1.6526  0.0776
33 C -4.5502 2.4365 -3.3526  -0.0663
34 H 1.0333 -2.7674 0.3076  0.0668
35 C -3.2451 1.9957 -2.7590  -0.3006
36 H -2.7574 -2.9227 1.0955  0.0718
37 C -3.2137 1.4089 5.5100  -0.0394
38 H 2.8110 -4.4657 -5.2714  0.1402
39 H 4.7725 -1.8729 0.3058  0.1336
40 H -4.1342 -2.0363 3.1010  0.1118
41 O -5.2791 3.0686 7.6295  0.1600
42 O 6.1355 0.8360 -3.1632  0.0726
43 H -3.8206 -1.9730 0.0629  0.0541
44 C -4.8036 0.4832 -2.2748  -0.5481
45 C 0.9958 -1.7074 6.4436  -0.0489
46 H 5.9755 -1.0285 -1.6454  0.1246
47 H -3.0716 -0.0405 0.3209  0.0844
48 H 1.5278 -1.3094 2.9952  -0.0807
49 H -2.2117 1.3868 5.9473  0.1067
50 C 6.1843 1.8248 -4.1908  -0.0474
51 F 6.3673 -2.9861 -1.9041  0.0621
52 H -4.4527 2.7647 -4.3763  0.1051
53 H 2.7123 -6.2354 -5.1679  0.1422
54 H -2.5540 1.5422 -3.4730  0.1804
55 O 2.5341 -1.1468 -3.1976  0.1444
56 H -0.1069 6.1285 -3.5511  0.1452
57 H -1.5760 1.7973 2.2246  0.0946
58 C 5.4521 -1.9832 -1.7530  -0.3071
59 C 1.4776 -5.6794 -2.7178  -0.5477
60 O 0.4568 -5.8752 -3.6010  0.1340
61 H 5.6752 1.4811 -5.0891  0.1451
62 O -1.5302 4.9249 -4.4841  0.0786
63 H 5.7042 2.7402 -3.8391  0.1481
64 C -3.7592 -2.4882 1.0354  -0.0685
65 C -4.1063 0.3357 6.0571  -0.3022
66 O -5.2789 -0.5255 -1.8774  0.1795
67 H 1.7403 -1.1466 0.4717  0.0449
68 H 0.8914 -2.9675 2.8045  -0.0758
69 O -3.0187 -0.5251 2.3794  -0.1715
70 C -0.4322 -1.1877 0.9026  -0.2296
71 O 1.3982 -5.8551 -1.5550  0.1990
72 H 0.4319 -4.2066 -4.8023  0.1762
73 C -4.6607 2.2853 6.9870  -0.5621
74 O -0.4329 1.3433 6.7292  0.1511
75 H 4.2843 -3.3520 -0.5382  0.1461
76 H 8.1096 1.3003 -5.0999  0.1746
77 C 2.3333 -5.2971 -4.7558  -0.0651
78 H -5.0224 3.2299 -2.7681  0.1501
79 C -0.2679 0.2795 1.3491  -0.1960
80 H -0.1555 6.2221 -5.3227  0.1465
81 H -5.0070 -0.9320 2.0331  0.1157
82 C 0.0847 0.2872 6.8918  -0.5444
83 H -4.9227 0.0421 5.3927  0.1714
84 O 4.6228 -1.9409 -2.9092  0.1132
85 O 7.5482 0.2599 -1.5180  0.1826
86 C 0.8011 -1.5430 7.9254  -0.3105
87 O -3.8974 2.6056 5.9197  0.0819
88 F 7.9761 3.2712 -4.7481  0.0706
89 H -0.9406 -1.3111 -0.0751  0.0988
90 O 0.6264 -0.1408 8.0629  0.1360
91 C 1.5409 -2.1994 2.3254  -0.2706
92 C 4.4715 -2.2826 -0.6558  -0.0426
93 C 3.3962 -1.5420 -2.4774  -0.5630
94 H -4.5535 -3.2494 1.0189  0.0746
95 O -3.6471 1.0260 -1.8060  0.1192
96 F -2.6219 3.0178 -2.1118  0.0672

---

Record 2
Molecular formula: C29H38N4O3
Method: DFT, wB97M-V/def2-TZVPD

Calculated values
- E: -1572.553787 Eh
- Orbital gap: 9.41 eV
- E_LUMO: 0.01222 Eh

Last column: Löwdin charge in e.
Positions of all 74 atoms, in Å:
1 O -1.0294 -1.9122 0.2243  0.0639
2 C -4.6462 2.8557 -0.5158  -0.0772
3 H -3.1092 -3.4286 1.0571  0.0968
4 C 3.3464 2.1109 -0.8550  -0.0232
5 H -0.9339 0.4730 2.3621  0.0744
6 O 2.6095 -4.2080 -1.9943  0.0676
7 H 1.7872 -1.6535 -0.4776  0.0654
8 C -4.6854 -2.4406 2.1007  -0.1668
9 C 2.5060 -1.9376 -1.2505  -0.0177
10 H -5.0014 -1.8919 1.2160  0.1025
11 H 1.5889 1.0313 2.6457  0.0923
12 H 5.6398 3.5837 -1.5959  0.0850
13 H -0.1434 -3.1487 -1.8833  0.0733
14 C -0.5286 0.7351 -4.3963  -0.0814
15 H 0.5529 -1.9732 -2.9898  0.0628
16 C -0.9582 -0.7702 0.6139  -0.4863
17 C -4.5097 1.9588 0.5167  -0.0914
18 C 4.3916 0.0593 4.2555  -0.0736
19 H -0.8977 1.2417 -0.0652  0.0890
20 C -3.5872 -3.2871 2.0152  -0.0801
21 C -5.9706 3.3354 1.8021  -0.1500
22 C -3.8669 -3.6802 4.3398  -0.0771
23 N 0.6263 0.3385 -6.4471  0.0587
24 H 2.5502 -1.1374 -1.9940  0.0706
25 H 3.4767 -2.0912 -0.7900  0.0715
26 H 0.4947 -3.6871 -3.4490  0.0832
27 C -1.5176 -0.3544 1.9541  -0.0084
28 C 4.5863 1.7126 -1.6140  -0.4984
29 H 3.0124 3.0933 -1.1968  0.0917
30 H 0.6778 1.3829 -2.7269  0.0785
31 H -4.2043 2.6823 -1.4883  0.0998
32 C 0.6470 -2.9988 -2.6212  -0.0159
33 C 5.8378 2.5297 -1.3993  -0.0171
34 C 4.2760 -0.6416 1.9771  -0.1421
35 H 4.8886 0.0746 5.2170  0.1075
36 C 0.6522 1.1115 -3.7735  -0.0913
37 H -1.5142 -1.2097 2.6232  0.0826
38 H -0.1498 0.0965 -1.2436  0.0547
39 H -5.5045 -2.6212 5.2271  0.1014
40 H -3.9135 1.0618 0.4031  0.0850
41 C 1.7539 0.6937 -5.8436  -0.1465
42 C -0.3134 0.3251 -0.1981  -0.0177
43 H 6.1709 2.4315 -0.3642  0.0854
44 H -2.3340 -4.6052 3.1454  0.1099
45 H -3.5822 -4.1593 5.2673  0.1003
46 H -5.5971 4.6699 -1.1319  0.1037
47 C 4.9570 -0.6163 3.1853  -0.0633
48 C 1.8259 1.0720 -4.5108  -0.0605
49 H 2.6624 0.6884 -6.4376  0.1062
50 N -5.3515 -2.1693 3.2197  0.0538
51 C 2.5567 0.5750 2.8342  -0.1589
52 H -2.5317 0.0196 1.8064  0.0651
53 C -4.9480 -2.8050 4.3134  -0.1598
54 C 1.9965 -3.1675 -1.9629  -0.4884
55 C -5.1927 2.1953 1.7011  -0.0686
56 H 0.6445 0.5227 0.3020  0.0690
57 C 3.1625 0.6723 4.0782  -0.0663
58 O 4.5629 0.7712 -2.3735  0.0566
59 H 2.6591 1.2241 4.8602  0.1033
60 H 6.6144 2.1517 -2.0598  0.0829
61 H 4.6880 -1.1662 1.1217  0.1010
62 H -6.5014 3.5808 2.7151  0.1042
63 N -6.1128 4.2095 0.8066  0.0546
64 H 5.9334 -1.0731 3.2747  0.1046
65 H -5.1015 1.4987 2.5253  0.1002
66 N 3.0767 -0.0884 1.8051  0.0579
67 H 3.5023 2.1342 0.2230  0.0699
68 C -3.1684 -3.9151 3.1752  -0.0819
69 H -1.4746 0.7496 -3.8677  0.0994
70 C -5.4646 3.9603 -0.3209  -0.1593
71 H 2.7429 1.3832 -4.0291  0.0844
72 C -0.4919 0.3713 -5.7288  -0.1582
73 H -1.4023 0.1077 -6.2548  0.1032
74 H 2.5816 1.3625 -1.0596  0.0533